Record 1
Molecular formula: C2H4ClNSi
Method: DFT, wB97M-V/def2-TZVPD

The geometry in ORCA input format:
```
! RIJCOSX wB97M-V def2-TZVPD def2/J DEFGRID3
* xyz 0 1
C 1.66 -0.18 0.58
C -1.27 0.51 -0.89
N 0.99 -0.98 1.46
Si 0.56 0.44 -0.83
Cl -2.31 1.24 -2.12
H 1.45 -1.37 2.36
H -0.04 -1.02 1.50
H 1.01 1.26 -1.88
H -2.04 0.10 -0.18
*
```

The LUMO energy comes out at -0.83 eV. The calculation puts the HOMO-LUMO gap at 7.28 eV. For the total energy, the calculation gives -24024.4016 eV. The value obtained for the HOMO energy is -8.1 eV.

=====

Record 2
Molecular formula: C17H19IIrN2O3
Method: DFT, wB97M-V/def2-TZVPD

The geometry in ORCA input format:
```
! RIJCOSX wB97M-V def2-TZVPD def2/J DEFGRID3
* xyz 2 6
Ir 0.74 -1.09 0.19
C -3.63 -1.21 1.80
C -3.25 0.04 1.12
N -4.20 0.97 0.92
C -3.88 2.02 0.21
C -2.60 2.28 -0.37
C -2.42 3.58 -1.12
O -1.70 3.43 -2.33
C -1.54 1.39 -0.11
C -0.25 1.67 -0.58
N 0.91 0.92 -0.29
C 2.08 1.56 -0.30
C 2.18 3.00 -0.27
C 3.40 3.61 -0.18
C 4.58 2.85 -0.17
C 4.53 1.45 -0.26
C 3.33 0.83 -0.33
I 3.21 -1.23 -0.64
C -1.89 0.23 0.67
O -1.07 -0.71 0.96
H -4.67 -1.17 2.10
H -2.99 -1.38 2.67
H -3.47 -2.06 1.14
H -4.66 2.77 0.08
H -1.85 4.27 -0.49
H -3.40 4.05 -1.29
H -2.29 3.21 -3.05
H -0.13 2.46 -1.31
H 1.28 3.59 -0.25
H 3.46 4.69 -0.12
H 5.55 3.35 -0.12
H 5.46 0.89 -0.30
C 0.72 -5.13 1.35
C 0.42 -4.18 0.21
C 1.26 -4.40 -1.03
O 0.65 -2.82 0.69
H 0.46 -6.14 1.04
H 0.14 -4.88 2.23
H 1.78 -5.11 1.60
H -0.65 -4.18 -0.04
H 2.32 -4.40 -0.78
H 1.05 -3.64 -1.79
H 1.02 -5.37 -1.45
*
```

The LUMO energy (spin up / spin down) comes out at -6.76 / -9.88 eV. The calculation puts the HOMO-LUMO gap (spin up / spin down) at 6.79 / 5.94 eV. For the total energy, the calculation gives -37978.7382 eV. The value obtained for the HOMO energy (spin up / spin down) is -13.6 / -15.8 eV.

=====

Record 3
Molecular formula: C4H12NO
Method: DFT, wB97M-V/def2-TZVPD

The geometry in ORCA input format:
```
! RIJCOSX wB97M-V def2-TZVPD def2/J DEFGRID3
* xyz 1 1
C -0.57 0.46 -1.13
C 0.84 -0.09 -1.30
C 1.57 -0.13 0.01
C 1.59 -1.20 0.81
N -1.44 -0.49 -0.38
H -0.53 1.43 -0.65
H -1.01 0.65 -2.09
H 0.87 -1.07 -1.78
H 1.37 0.59 -1.96
H 2.20 0.66 0.33
H 2.14 -1.16 1.74
H 1.07 -2.10 0.50
H -1.29 -0.53 0.63
H -2.43 -0.30 -0.56
H -1.20 -1.42 -0.72
H -1.35 2.01 1.63
H -0.93 1.48 2.93
O -0.90 1.23 1.99
*
```

The LUMO energy comes out at -3.39 eV. The calculation puts the HOMO-LUMO gap at 10.27 eV. For the total energy, the calculation gives -7873.1604 eV. The value obtained for the HOMO energy is -13.7 eV.

=====

Relative energy (zero: lowest compared OMol25 entry of this formula, charge and spin) values (in eV) by entry order: 2.854, 0.000, 1.131.